Record 1
# C11H18Cl2N2O2PTc

A structure of composition C11H18Cl2N2O2PTc (the ωB97M-V functional and the def2-TZVPD basis, OMol25).

Geometry (Å):
C -2.16 1.16 -2.37
C -1.00 0.91 -1.67
H -2.18 0.78 -3.41
H -2.32 2.27 -2.30
H -2.91 0.64 -1.75
O 0.28 0.75 -1.70
Cl -2.02 1.20 0.11
Tc 0.46 -0.61 0.89
P -1.21 -2.02 0.35
C -0.65 -3.64 -0.28
C -2.01 -2.54 1.95
H -3.36 -1.01 -0.28
H -3.39 -2.75 -0.53
H -2.54 -1.73 -1.69
C -2.76 -1.85 -0.62
H -2.33 -1.64 2.49
H -2.89 -3.17 1.76
H -1.46 -4.39 -0.27
H 0.18 -4.02 0.35
H -1.29 -3.09 2.57
H -0.29 -3.52 -1.31
C 1.64 -1.47 -0.24
O 2.40 -2.06 -0.94
Cl 0.90 -1.05 3.03
N 0.25 3.03 -0.12
C 1.45 2.55 0.19
C 2.51 3.48 0.00
C 3.78 3.19 0.48
C 3.98 1.93 1.04
C 2.95 0.98 1.07
N 1.69 1.28 0.66
H -0.60 2.47 0.12
H 0.14 3.97 -0.49
H 2.25 4.43 -0.48
H 4.59 3.93 0.44
H 4.90 1.61 1.48
H 3.05 -0.02 1.48

Summary:
LUMO (spin up / spin down): -12.8 / -13.8 eV
largest force on an atom: 8.7 eV/A
multiplicity: 4
electronic energy: -2031.291062 hartree
frontier orbital gap (spin up / spin down): 7.22 / 6.74 eV
HOMO (spin up / spin down): -20.04 / -20.54 eV
expectation value of S²: 3.8010
net charge: +3

Atomic partial charges in e from the Mulliken method, atoms 1 to 2: -0.73 0.57

=====

Record 2
# C6H10N3

The ion C6H10N3 with charge +1 (the ωB97M-V functional and the def2-TZVPD basis, OMol25).

Geometry (Å):
N 2.47 2.25 1.78
C 1.92 1.71 0.94
C 1.15 1.16 -0.21
N 1.57 1.53 -1.41
N 0.10 0.34 -0.04
C -0.28 -0.07 1.28
C -1.27 -1.23 1.03
C -1.00 -1.62 -0.43
C -0.75 -0.22 -1.04
H 2.49 2.00 -1.63
H 1.04 1.21 -2.18
H -0.71 0.80 1.83
H 0.56 -0.45 1.79
H -2.35 -0.82 1.08
H -1.04 -2.20 1.66
H -0.14 -2.26 -0.59
H -1.79 -2.11 -0.98
H -0.30 -0.41 -2.04
H -1.68 0.38 -0.83

Summary:
relative energy (zero: lowest compared OMol25 entry of this formula, charge and spin): 164.4 kJ/mol
LUMO: -4.8 eV
largest force on an atom: 5.2 eV/A
electronic energy: -398.603672 hartree
frontier orbital gap: 10.06 eV
HOMO: -14.82 eV
SMILES: N#CC(=[NH2+])N1CCCC1
net charge: +1

Atomic partial charges in e from the Mulliken method, atoms 1 to 2: -0.21 -0.25

=====

Record 3
# C8H16Cl8F8Mg2N4O16S8

A structure of composition C8H16Cl8F8Mg2N4O16S8 (the ωB97M-V functional and the def2-TZVPD basis, OMol25).

Geometry (Å):
Mg 16.09 -3.19 -16.11
Mg 13.51 -0.94 -13.42
N 17.29 -1.83 -15.57
S 16.88 -0.81 -14.35
O 15.46 -0.62 -14.24
O 17.73 0.24 -14.01
F 17.14 -1.85 -13.20
S 18.67 -1.17 -16.14
O 19.79 -1.34 -15.31
O 18.46 0.04 -16.84
F 18.90 -2.29 -17.23
N 16.16 -4.86 -16.98
S 17.57 -5.67 -17.54
O 17.96 -5.23 -18.82
O 17.68 -7.03 -17.21
F 18.49 -4.92 -16.51
S 15.08 -5.83 -17.67
O 14.77 -6.99 -16.92
O 15.08 -5.90 -19.07
F 13.81 -4.89 -17.27
N 13.97 -2.58 -12.58
S 14.32 -4.02 -13.36
O 14.41 -5.20 -12.64
O 15.24 -3.81 -14.42
F 12.97 -4.10 -14.12
S 14.27 -3.05 -11.04
O 15.64 -3.25 -10.79
O 13.26 -3.83 -10.45
F 13.97 -1.60 -10.40
N 12.76 -0.75 -15.13
S 13.13 -1.51 -16.56
O 14.34 -2.24 -16.44
O 12.82 -0.91 -17.78
F 12.06 -2.63 -16.43
S 11.55 0.26 -15.60
O 10.26 -0.31 -15.54
O 11.88 1.28 -16.49
F 11.64 1.09 -14.19
Cl 11.16 -7.17 -17.26
C 11.29 -8.36 -15.91
C 12.28 -7.84 -14.91
Cl 12.57 -9.02 -13.61
H 11.53 -9.32 -16.36
H 10.28 -8.38 -15.51
H 11.99 -6.88 -14.50
H 13.24 -7.70 -15.41
Cl 13.31 0.95 -12.04
C 13.96 1.50 -10.45
C 15.41 1.94 -10.51
Cl 16.59 0.65 -10.87
H 13.83 0.72 -9.71
H 13.39 2.39 -10.18
H 15.78 2.44 -9.62
H 15.55 2.65 -11.33
Cl 18.55 -9.53 -12.76
C 18.43 -8.04 -11.79
C 17.14 -7.32 -12.13
Cl 17.18 -6.64 -13.80
H 19.27 -7.42 -12.09
H 18.49 -8.29 -10.74
H 16.98 -6.44 -11.50
H 16.26 -7.96 -12.10
Cl 20.12 -0.45 -9.15
C 19.13 -1.75 -9.85
C 19.60 -3.09 -9.36
Cl 21.21 -3.52 -10.00
H 19.14 -1.72 -10.94
H 18.10 -1.58 -9.58
H 18.95 -3.86 -9.75
H 19.65 -3.13 -8.27

Summary:
relative energy (zero: lowest compared OMol25 entry of this formula, charge and spin): 0.0 kJ/mol
LUMO: -1.1 eV
largest force on an atom: 5.0 eV/A
electronic energy: -9803.567478 hartree
frontier orbital gap: 9.53 eV
HOMO: -10.65 eV

Atomic partial charges in e from the Mulliken method, atoms 1 to 2: 1.14 1.12

=====

Record 4
# C3H9N4S4

The ion C3H9N4S4 with charge +1 (the ωB97M-V functional and the def2-TZVPD basis, OMol25).

Geometry (Å):
C 0.24 0.42 0.44
C 0.46 1.44 -1.91
C 0.11 -0.91 -0.03
N 0.96 0.35 -2.49
N 1.24 -0.82 -2.23
N 1.03 -1.33 -1.08
N -0.83 1.08 1.03
S 1.47 2.87 -1.60
S -1.22 1.95 -1.94
S 0.44 -2.43 1.36
S -1.57 -1.19 -0.66
H 1.25 0.60 1.00
H 1.06 -2.34 -1.07
H -1.01 1.07 2.06
H -1.69 0.58 0.70
H -0.59 1.96 0.74
H 2.63 2.13 -1.81
H -1.58 0.57 -2.33
H -0.89 -2.72 1.33
H -1.66 -2.58 -0.83

Summary:
relative energy (zero: lowest compared OMol25 entry of this formula, charge and spin): 364.1 kJ/mol
LUMO (spin up / spin down): -4.3 / -4.3 eV
largest force on an atom: 5.4 eV/A
electronic energy: -1930.997788 hartree
frontier orbital gap (spin up / spin down): 7.04 / 7.04 eV
HOMO (spin up / spin down): -11.38 / -11.38 eV
net charge: +1

Atomic partial charges in e from the Mulliken method, atoms 1 to 2: -1.01 0.59

=====

Among the records above, which one has the highest electronic energy? C6H10N3

=====

Which value of largest force on an atom does entry 3 give? 5.0 eV/A

=====

Number 1 is which compound? C11H18Cl2N2O2PTc

=====

Which value of electronic energy does entry 1 give? -2031.291062 hartree